A structure of composition C47H55BF4Ge2LaSb2 at a distorted geometry. Source: the Open Molecules 2025 dataset; level of theory: ωB97M-V/def2-TZVPD.

Energy relative to the best compared isomer or geometry (same formula, charge and spin) (eV): 1.5383
LUMO energy (alpha / beta) (eV): -0.522 / -0.533
HOMO-LUMO gap (alpha / beta) (eV): 4.374 / 6.393
HOMO level (alpha / beta) (eV): -4.9 / -6.9
E_tot (eV): -188142.0760
Spin multiplicity: 2

Each line ends with the Löwdin spin population.
Element x y z (Å)
1 La -0.565 0.827 -1.172  0.133
2 C 3.004 2.132 1.166  0.008
3 C 1.707 1.305 1.224  0.026
4 C 0.401 2.124 1.308  0.164
5 Sb -1.555 1.381 2.217  0.194
6 C -2.016 2.970 3.789  0.183
7 C -0.987 3.433 4.587  0.022
8 C -1.129 4.642 5.281  0.004
9 C -2.271 5.410 5.114  0.003
10 C -3.357 4.918 4.381  0.007
11 C -3.230 3.694 3.716  0.026
12 C -1.545 -0.590 3.041  0.061
13 C -1.318 -0.702 4.392  0.024
14 C -0.677 -1.869 4.843  0.004
15 C -0.370 -2.905 3.996  0.013
16 C -0.934 -2.869 2.676  0.001
17 C -1.379 -1.654 2.177  0.016
18 Sb 5.129 1.577 0.381  0.009
19 C 6.615 2.830 1.523  0.001
20 C 7.931 2.568 1.668  0.000
21 C 8.741 3.466 2.392  0.000
22 C 8.211 4.526 3.051  0.000
23 C 6.851 4.829 2.821  0.000
24 C 6.072 3.975 2.069  0.000
25 C 4.950 -0.180 1.616  0.001
26 C 5.191 -1.442 1.081  0.000
27 C 5.104 -2.538 1.917  0.000
28 C 4.809 -2.432 3.252  0.000
29 C 4.682 -1.164 3.838  0.000
30 C 4.717 -0.030 3.000  0.000
31 H 3.272 2.284 2.236  0.001
32 H 2.855 3.113 0.723  0.001
33 H 1.777 0.537 2.029  0.002
34 H 1.615 0.702 0.255  0.002
35 H 0.184 2.583 0.312  0.029
36 H 0.615 2.989 1.912  0.003
37 H -0.086 2.846 4.661  0.006
38 H -0.329 4.982 5.946  0.001
39 H -2.355 6.363 5.620  0.000
40 H -4.264 5.527 4.281  0.002
41 H -4.107 3.239 3.280  0.003
42 H -1.531 0.136 5.086  0.001
43 H -0.395 -1.911 5.912  0.000
44 H 0.243 -3.730 4.306  0.001
45 H -0.865 -3.730 2.028  0.000
46 H -1.706 -1.633 1.112  0.003
47 H 8.408 1.720 1.187  0.000
48 H 9.789 3.315 2.441  0.000
49 H 8.838 5.116 3.730  0.000
50 H 6.433 5.758 3.245  0.000
51 H 5.018 4.282 1.898  0.000
52 H 5.547 -1.534 0.019  0.000
53 H 5.264 -3.513 1.467  0.000
54 H 4.732 -3.328 3.917  0.000
55 H 4.754 -1.054 4.917  0.000
56 H 4.621 0.934 3.496  0.000
57 F 1.673 3.131 -3.288  0.002
58 B 1.099 1.870 -3.446  0.003
59 F -0.307 2.089 -3.258  0.010
60 F 1.412 1.071 -2.216  0.007
61 F 1.405 1.153 -4.558  0.000
62 C -4.067 1.441 -1.626  0.000
63 C -3.909 1.949 -0.171  -0.001
64 C -5.302 1.958 0.500  0.000
65 C -3.367 3.389 -0.186  0.004
66 C -2.870 1.049 0.526  0.002
67 H -4.642 2.115 -2.243  0.000
68 H -4.507 0.402 -1.637  0.000
69 H -3.039 1.371 -2.074  0.000
70 H -5.953 2.650 -0.130  0.000
71 H -5.198 2.287 1.574  0.000
72 H -5.718 0.909 0.513  0.000
73 H -4.125 4.051 -0.610  0.000
74 H -2.398 3.545 -0.695  0.003
75 H -3.214 3.760 0.847  0.000
76 H -3.321 0.020 0.685  0.003
77 C -1.534 -0.342 -6.085  0.000
78 Ge -2.462 -1.742 -5.010  0.003
79 C -2.169 -3.359 -6.068  0.001
80 C -4.430 -1.515 -4.905  0.001
81 Ge -1.304 -1.789 -2.696  0.006
82 C 0.303 -2.921 -2.980  0.000
83 C 0.380 -4.173 -2.404  0.000
84 C 1.069 -5.185 -3.067  0.000
85 C 1.812 -4.937 -4.236  0.000
86 C 1.860 -3.609 -4.670  0.000
87 C 1.243 -2.574 -4.004  0.000
88 C -2.622 -3.105 -2.096  0.000
89 C -2.655 -4.362 -2.687  0.000
90 C -3.625 -5.276 -2.282  0.000
91 C -4.622 -4.949 -1.352  0.000
92 C -4.680 -3.643 -0.841  0.000
93 C -3.657 -2.755 -1.215  0.001
94 H -0.487 -0.397 -6.152  0.000
95 H -1.853 0.623 -5.622  0.000
96 H -1.910 -0.360 -7.104  0.000
97 H -2.384 -3.068 -7.112  0.000
98 H -2.833 -4.227 -5.825  0.000
99 H -1.096 -3.604 -6.053  0.000
100 H -4.835 -1.543 -5.908  0.000
101 H -4.554 -0.476 -4.461  0.000
102 H -4.954 -2.222 -4.215  0.000
103 H -0.096 -4.400 -1.424  0.000
104 H 1.054 -6.209 -2.649  0.000
105 H 2.310 -5.774 -4.789  0.000
106 H 2.517 -3.347 -5.517  0.000
107 H 1.444 -1.540 -4.329  0.000
108 H -1.989 -4.563 -3.530  0.000
109 H -3.548 -6.273 -2.727  0.000
110 H -5.266 -5.700 -0.921  0.000
111 H -5.515 -3.335 -0.174  0.000
112 H -3.673 -1.782 -0.758  0.001

Atoms 1-2, force components in eV/Å:
-2.507 -0.763 1.215
1.277 0.712 1.300